Molecular formula: C24H24N3O7PtS2
Method: DFT, ωB97M-V/def2-TZVPD

Summary:
F_max, eV/A: 2.99
LUMO, eV: 1.9
Multiplicity: 1
Relative energy (zero: lowest compared OMol25 entry of this formula, charge and spin), kcal per mole: 8.1
Orbital gap, eV: 6.25
Charge: -1

```
61
C24H24N3O7PtS2 (ωB97M-V/def2-TZVPD)
Pt -0.739 -1.096 -0.349
C -0.563 -2.902 -3.520
C -1.621 -1.913 -3.220
N -1.774 -1.276 -2.078
C -2.876 -0.472 -2.186
C -3.412 -0.639 -3.454
N -2.599 -1.563 -4.072
C -4.592 -0.117 -4.162
O -5.319 0.787 -3.538
O -4.863 -0.531 -5.277
C -3.315 0.373 -1.030
O -4.310 1.102 -1.185
O -2.634 0.279 0.023
H 0.061 -3.027 -2.638
H 0.059 -2.544 -4.339
H -1.003 -3.861 -3.792
H -2.723 -1.847 -5.033
H -4.973 0.985 -2.594
C 3.122 4.100 2.655
C 3.472 2.788 1.938
C 4.931 2.414 2.236
C 3.335 3.032 0.434
C 2.572 1.674 2.460
C 2.582 1.417 3.836
C 1.811 0.408 4.385
C 1.017 -0.339 3.548
S -0.037 -1.644 4.025
C -0.531 -1.787 2.358
N 0.106 -0.942 1.504
C 0.962 -0.110 2.157
C 1.768 0.910 1.629
C -1.506 -2.682 1.897
C -2.195 -3.592 2.724
C -3.133 -4.431 2.171
C -3.388 -4.385 0.805
C -2.721 -3.468 -0.014
C -1.786 -2.604 0.506
H 3.721 4.916 2.253
H 3.312 4.032 3.723
H 2.071 4.333 2.501
H 5.597 3.215 1.921
H 5.195 1.509 1.693
H 5.084 2.240 3.298
H 4.053 3.792 0.128
H 2.339 3.396 0.194
H 3.532 2.134 -0.145
H 3.186 2.011 4.505
H 1.812 0.210 5.446
H 1.730 1.062 0.565
H -1.987 -3.590 3.786
H -3.670 -5.127 2.803
H -4.130 -5.044 0.379
H -2.979 -3.451 -1.064
C 0.963 2.416 -2.609
S 1.012 0.607 -2.621
O -0.025 0.153 -3.529
O 2.358 0.243 -3.012
O 0.750 0.233 -1.202
H 1.717 2.742 -3.310
H 1.202 2.741 -1.608
H -0.028 2.731 -2.904
```

Molecular formula: C28H43F9OP2Sc
Method: DFT, ωB97M-V/def2-TZVPD

Summary:
F_max, eV/A: 4.08
LUMO, eV: -4.4
Multiplicity: 1
Relative energy (zero: lowest compared OMol25 entry of this formula, charge and spin), kcal per mole: 71.2
Orbital gap, eV: 5.36
Charge: +1

```
84
C28H43F9OP2Sc (ωB97M-V/def2-TZVPD)
Sc 2.970 0.925 -0.798
C 3.905 0.387 2.271
C 3.129 -0.767 2.524
C 3.966 -0.964 0.394
C 4.470 0.242 0.961
C 3.133 -1.594 1.377
C 4.117 1.538 3.155
H 3.308 1.643 3.889
H 4.152 2.463 2.570
H 5.059 1.469 3.719
C 5.351 1.144 0.198
H 5.638 2.026 0.783
H 4.899 1.546 -0.762
H 6.269 0.623 -0.136
C 4.274 -1.371 -0.997
H 5.362 -1.487 -1.163
H 3.932 -0.646 -1.800
H 3.781 -2.326 -1.231
C 2.489 -2.905 1.235
H 3.007 -3.679 1.826
H 2.497 -3.234 0.192
H 1.444 -2.889 1.573
C 2.486 -1.113 3.819
H 3.045 -1.911 4.337
H 1.454 -1.474 3.695
H 2.459 -0.255 4.503
C -1.428 1.828 1.409
C -0.979 1.730 2.656
C -1.194 0.627 3.641
C -1.707 -0.748 3.154
C -0.912 -1.522 2.150
C -1.086 -1.511 0.822
C -1.338 -0.279 0.002
C -2.201 0.777 0.678
H -1.906 0.934 4.431
H -2.759 -0.680 2.858
H -0.239 0.481 4.174
H -2.919 0.323 1.366
H -1.243 2.731 0.804
H -0.430 2.582 3.079
H -2.792 1.307 -0.083
H -0.371 0.194 -0.273
H -0.811 -2.390 0.218
H -1.813 -0.582 -0.961
H -1.705 -1.381 4.055
H -0.207 -2.243 2.592
P -3.917 -0.639 -1.917
P -3.332 -3.217 -3.500
C -5.336 -1.317 -2.947
C -4.866 -2.272 -4.030
H -5.871 -0.461 -3.382
H -6.030 -1.829 -2.263
H -5.658 -2.994 -4.274
H -4.607 -1.731 -4.951
C -3.449 -4.317 -4.971
H -2.743 -5.145 -4.863
H -3.190 -3.750 -5.870
H -4.462 -4.721 -5.087
C -4.254 -4.390 -2.389
H -5.210 -4.698 -2.839
H -4.441 -3.947 -1.404
H -3.627 -5.280 -2.254
C -3.889 1.043 -2.654
H -3.090 1.639 -2.202
H -4.858 1.536 -2.511
H -3.682 0.933 -3.725
C -5.038 -0.383 -0.464
H -5.489 -1.350 -0.206
H -5.827 0.335 -0.717
H -4.494 -0.026 0.411
F 0.492 4.210 0.581
C 1.789 4.552 0.794
F 1.895 5.893 0.637
F 2.079 4.233 2.078
C 2.720 3.727 -0.137
O 2.579 2.409 0.311
C 2.380 3.724 -1.624
F 2.810 4.776 -2.341
F 3.064 2.547 -2.193
F 1.077 3.468 -1.896
C 4.130 4.336 -0.050
F 4.161 5.651 -0.347
F 4.635 4.166 1.200
F 4.994 3.720 -0.914
```

Molecular formula: C41H47N2OSiTi
Method: DFT, ωB97M-V/def2-TZVPD

Summary:
F_max, eV/A: 0.51
LUMO (alpha / beta), eV: 0.6 / 0.6
Multiplicity: 2
Relative energy (zero: lowest compared OMol25 entry of this formula, charge and spin), kcal per mole: 3.4
Orbital gap (alpha / beta), eV: 8.17 / 8.20

```
93
C41H47N2OSiTi (ωB97M-V/def2-TZVPD)
Ti 0.005 -0.794 -0.040
C -1.891 -4.681 -0.771
Si -2.044 -2.918 -1.384
C -2.949 -2.886 -3.013
C -3.051 -1.956 -0.132
N -0.478 -2.164 -1.443
C 0.623 -2.668 -2.118
C 0.607 -3.742 -3.020
C 1.775 -4.261 -3.558
C 3.012 -3.737 -3.215
C 3.070 -2.655 -2.344
C 1.893 -2.126 -1.868
O 1.878 -1.042 -0.955
C 2.921 -0.099 -0.960
C 3.367 0.451 -2.148
C 4.332 1.444 -2.082
C 4.825 1.871 -0.854
C 4.353 1.301 0.318
C 3.391 0.299 0.274
H -2.826 -5.224 -0.930
H -1.679 -4.693 0.301
H -1.095 -5.236 -1.269
H -3.973 -3.236 -2.851
H -2.499 -3.526 -3.773
H -3.001 -1.872 -3.411
H -3.803 -2.619 0.304
H -3.564 -1.098 -0.569
H -2.490 -1.571 0.732
H -0.343 -4.184 -3.287
H 1.714 -5.097 -4.244
H 3.926 -4.155 -3.613
H 4.018 -2.218 -2.059
H 2.968 0.115 -3.095
H 4.690 1.893 -2.998
H 5.572 2.651 -0.814
H 4.728 1.634 1.277
H 2.985 -0.148 1.173
C -0.648 1.412 6.142
C -0.192 1.433 4.707
C 0.093 2.636 4.073
C 0.518 2.652 2.750
C 0.823 3.935 2.027
C 0.658 1.446 2.081
C 0.344 0.218 2.674
C -0.069 0.234 4.010
N 0.464 -0.940 1.867
C 0.785 -2.262 2.470
C 1.282 -3.174 1.340
C -0.455 -2.940 3.069
C 1.922 -2.174 3.490
H -0.741 2.420 6.542
H 0.054 0.862 6.773
H -1.619 0.922 6.236
H -0.008 3.568 4.618
H 0.915 4.772 2.719
H 0.034 4.175 1.311
H 1.752 3.854 1.461
H 1.024 1.473 1.058
H -0.326 -0.679 4.521
H 0.554 -3.281 0.529
H 1.434 -4.183 1.730
H 2.229 -2.827 0.926
H -1.242 -3.013 2.313
H -0.876 -2.414 3.923
H -0.208 -3.953 3.394
H 2.825 -1.782 3.014
H 2.150 -3.174 3.864
H 1.694 -1.540 4.343
C -0.550 5.470 -3.628
C -1.161 5.224 -2.405
C -1.021 3.993 -1.786
C -0.266 2.979 -2.378
C 0.363 3.250 -3.593
C 0.217 4.477 -4.220
C -0.045 1.654 -1.747
C -0.819 0.960 -0.897
C -2.213 1.361 -0.583
C -2.633 1.584 0.728
C -3.961 1.881 1.009
C -4.897 1.942 -0.013
C -4.493 1.708 -1.323
C -3.168 1.421 -1.603
H -0.663 6.432 -4.111
H -1.749 5.998 -1.928
H -1.497 3.819 -0.831
H 0.971 2.478 -4.052
H 0.703 4.661 -5.170
H 0.917 1.229 -2.032
H -1.914 1.535 1.540
H -4.261 2.059 2.034
H -5.932 2.168 0.207
H -5.215 1.750 -2.128
H -2.853 1.235 -2.623
```

Molecular formula: C5H8N2O4
Method: DFT, ωB97M-V/def2-TZVPD

Summary:
F_max, eV/A: 6.53
LUMO, eV: 0.5
Multiplicity: 1
Relative energy (zero: lowest compared OMol25 entry of this formula, charge and spin), kcal per mole: 113.0
Orbital gap, eV: 10.90
Structure (SMILES): CC/C(C)=N\[N+](=O)[O-].O=C=O

```
19
C5H8N2O4 (ωB97M-V/def2-TZVPD)
C 1.434 -0.972 -0.912
C 0.705 0.292 -0.967
C 0.488 0.795 0.482
C 1.331 0.543 1.695
N -0.598 1.416 0.575
N -1.637 1.700 -0.223
O -1.771 2.824 -0.647
O -2.478 0.832 -0.274
H 2.273 -1.007 -0.380
H 1.790 -1.430 -1.936
H 0.743 -1.805 -0.389
H 1.309 0.990 -1.487
H -0.185 0.006 -1.497
H 2.424 0.864 1.383
H 1.158 -0.430 1.935
H 1.060 1.146 2.425
O -1.787 -2.083 -0.631
C -2.711 -1.881 0.034
O -3.548 -1.800 0.814
```

Molecular formula: C22H19AuBF4N5O2
Method: DFT, ωB97M-V/def2-TZVPD

Summary:
F_max, eV/A: 1.96
LUMO (alpha / beta), eV: -0.6 / -2.1
Multiplicity: 3
Relative energy (zero: lowest compared OMol25 entry of this formula, charge and spin), kcal per mole: 13.0
Orbital gap (alpha / beta), eV: 7.63 / 7.36

```
54
C22H19AuBF4N5O2 (ωB97M-V/def2-TZVPD)
Au -0.522 -0.868 0.410
C -2.109 -0.672 4.444
C -1.923 -1.177 3.043
O -0.775 -1.186 2.564
C -3.109 -1.653 2.399
C -3.318 -1.983 1.077
C -4.676 -2.429 0.630
N -2.370 -1.873 0.141
N -2.697 -2.070 -1.108
C -1.834 -1.644 -2.035
O -0.724 -1.106 -1.786
C -2.284 -1.731 -3.433
C -1.705 -0.856 -4.354
C -2.134 -0.847 -5.666
C -3.131 -1.719 -6.073
C -3.711 -2.589 -5.162
C -3.297 -2.599 -3.843
H -1.188 -0.205 4.777
H -2.378 -1.488 5.108
H -2.904 0.070 4.444
H -3.982 -1.704 3.035
H -5.342 -2.575 1.475
H -4.590 -3.354 0.065
H -5.084 -1.674 -0.037
H -0.940 -0.179 -4.003
H -1.710 -0.145 -6.368
H -3.465 -1.718 -7.101
H -4.504 -3.247 -5.484
H -3.743 -3.274 -3.128
N 8.130 5.517 2.009
C 7.291 4.758 1.831
C 6.290 3.789 1.581
C 6.677 2.492 1.249
C 5.724 1.535 0.976
C 4.364 1.851 1.005
C 3.978 3.144 1.357
C 4.933 4.101 1.651
N 3.419 0.862 0.676
C 3.718 -0.341 0.083
C 2.547 -1.012 -0.060
N 1.541 -0.246 0.441
C 2.080 0.868 0.869
H 7.726 2.243 1.207
H 6.051 0.537 0.739
H 2.934 3.412 1.389
H 4.638 5.099 1.932
H 4.705 -0.625 -0.208
H 2.364 -1.974 -0.490
H 1.509 1.659 1.309
F -2.607 0.847 0.382
B -2.117 1.798 1.291
F -2.706 1.594 2.518
F -2.310 3.058 0.830
F -0.728 1.529 1.400
```

Molecular formula: C36H50N10O8Ti
Method: DFT, ωB97M-V/def2-TZVPD

Summary:
F_max, eV/A: 2.55
LUMO (alpha / beta), eV: 4.1 / 4.1
Multiplicity: 3
Relative energy (zero: lowest compared OMol25 entry of this formula, charge and spin), kcal per mole: 0.0
Orbital gap (alpha / beta), eV: 5.53 / 5.52
Charge: -2

```
105
C36H50N10O8Ti (ωB97M-V/def2-TZVPD)
Ti 1.935 6.581 17.757
O -0.259 9.981 11.894
C 0.193 9.492 13.080
C -0.034 8.164 13.495
C 0.672 7.773 14.604
N 1.475 8.535 15.366
C 1.542 9.843 15.020
C 0.906 10.355 13.900
C 2.506 10.757 15.776
O 2.096 11.888 16.122
O 3.724 10.277 15.873
C 0.703 6.298 14.869
O 0.356 5.550 13.917
O 1.076 5.894 16.019
H -0.906 9.379 11.517
H -0.582 7.435 12.912
H 1.009 11.384 13.599
N 3.616 7.017 16.112
N 4.953 6.541 16.225
C 5.422 6.743 17.558
N 6.795 6.455 17.747
N 4.573 7.115 18.410
N 5.068 7.418 19.699
O 6.062 8.327 19.753
O 4.120 7.439 20.545
H 3.199 6.475 15.356
H 3.590 8.011 15.880
H 5.567 7.057 15.628
H 6.880 5.451 17.727
H 7.035 6.829 18.657
C -1.215 9.847 17.063
C -1.100 8.867 18.240
C -1.469 9.486 19.590
C -1.904 7.581 17.970
C -3.215 7.724 17.576
C -3.956 6.615 17.259
C -3.317 5.379 17.231
C -2.011 5.217 17.616
C -1.352 3.863 17.269
C -1.449 3.566 15.773
C -1.939 2.699 18.028
C -1.288 6.328 18.135
N 0.030 6.150 18.662
C 0.085 5.027 19.501
C 1.239 4.370 19.616
N 2.318 4.889 18.864
C 3.567 4.198 18.909
C 4.126 3.810 17.688
C 5.439 3.399 17.634
C 6.202 3.285 18.791
C 5.604 3.482 20.013
C 4.272 3.928 20.120
C 3.726 3.899 21.513
C 3.344 2.423 21.866
C 2.727 4.950 21.980
C 3.296 3.670 16.425
C 4.171 3.347 15.200
C 2.190 2.633 16.554
H -0.462 10.655 17.144
H -2.199 10.344 17.035
H -1.078 9.350 16.082
H -0.052 8.595 18.284
H -2.510 9.859 19.601
H -0.783 10.316 19.789
H -1.380 8.752 20.412
H -3.664 8.705 17.521
H -5.021 6.650 17.000
H -3.857 4.455 16.938
H -0.288 3.918 17.502
H -2.446 3.328 15.469
H -0.832 2.673 15.592
H -1.019 4.323 15.119
H -2.933 2.408 17.647
H -2.037 2.962 19.084
H -1.286 1.798 17.894
H -0.825 4.608 19.952
H 1.397 3.525 20.249
H 5.953 3.134 16.713
H 7.263 3.044 18.735
H 6.175 3.419 20.915
H 4.645 4.003 22.102
H 2.695 1.997 21.090
H 2.799 2.349 22.811
H 4.211 1.769 21.929
H 1.767 4.513 22.208
H 2.570 5.694 21.212
H 3.061 5.441 22.890
H 2.786 4.604 16.205
H 4.514 2.293 15.222
H 5.034 4.009 15.056
H 3.517 3.436 14.322
H 2.611 1.643 16.736
H 1.604 2.624 15.633
H 1.499 2.941 17.371
C 1.504 8.621 21.141
N 2.405 9.481 20.457
C 2.756 9.266 19.167
N 3.913 9.857 18.726
O 2.022 8.633 18.353
H 0.925 9.221 21.818
H 2.106 7.903 21.708
H 0.882 8.102 20.442
H 3.209 9.707 21.026
H 4.766 9.670 19.263
H 4.060 9.810 17.702
```

Molecular formula: C27H45IrP
Method: DFT, ωB97M-V/def2-TZVPD

Summary:
F_max, eV/A: 0.76
LUMO (alpha / beta), eV: -14.1 / -16.4
Multiplicity: 2
Orbital gap (alpha / beta), eV: 7.54 / 5.20
Charge: +4

```
74
C27H45IrP (ωB97M-V/def2-TZVPD)
Ir 0.474 0.741 -1.507
C 0.914 3.973 -2.772
C 0.560 2.544 -2.993
C 1.497 1.585 -3.396
C 1.140 0.207 -3.622
C 2.164 -0.767 -4.084
C -0.210 -0.193 -3.401
C -1.218 0.756 -3.029
C -2.660 0.391 -2.970
C -0.785 2.073 -2.744
H 0.361 4.408 -1.940
H 0.622 4.526 -3.673
H 1.983 4.115 -2.629
H 2.540 1.865 -3.500
H 1.937 -1.788 -3.780
H 3.173 -0.491 -3.778
H 2.145 -0.745 -5.182
H -0.483 -1.229 -3.557
H -3.215 1.003 -2.261
H -2.810 -0.666 -2.768
H -3.078 0.588 -3.965
H -1.511 2.778 -2.352
C -0.810 3.414 2.588
C -1.997 2.445 2.689
C -1.879 1.267 1.704
C -0.405 0.880 1.538
C 0.386 2.052 0.909
C -0.236 3.430 1.167
P -0.091 -0.532 0.431
C -1.211 -1.981 0.700
C -2.668 -1.893 0.195
C -3.398 -3.184 0.522
C -3.408 -3.512 1.975
C -2.536 -2.673 2.841
C -1.154 -2.404 2.196
C 1.603 -1.162 0.666
C 2.522 -0.248 -0.150
C 3.837 -0.965 -0.498
C 4.300 -1.764 0.749
C 3.722 -1.201 2.046
C 2.185 -1.335 2.086
H -0.021 3.154 3.298
H -1.120 4.425 2.849
H -2.934 2.968 2.498
H -2.062 2.059 3.707
H -2.297 1.530 0.725
H -2.459 0.422 2.076
H 0.021 0.677 2.526
H 0.365 2.053 -0.286
H 1.441 2.033 1.174
H -1.041 3.642 0.458
H 0.527 4.198 1.047
H -0.714 -2.751 0.100
H -2.684 -1.741 -0.883
H -3.188 -1.057 0.667
H -3.073 -4.020 -0.116
H -4.485 -3.147 0.263
H -3.408 -4.649 2.048
H -4.399 -3.598 2.538
H -2.449 -3.146 3.826
H -3.027 -1.711 3.063
H -0.572 -3.323 2.284
H -0.661 -1.661 2.827
H 1.595 -2.132 0.152
H 2.713 0.702 0.342
H 2.113 -0.008 -1.234
H 4.582 -0.228 -0.798
H 3.685 -1.650 -1.334
H 5.388 -1.742 0.782
H 4.020 -2.813 0.641
H 4.017 -0.156 2.166
H 4.141 -1.726 2.903
H 1.772 -0.594 2.774
H 1.909 -2.318 2.467
```